No. 1
Here is a 2-piece molecular cluster, C6H13NO3 overall from the Open Molecules 2025 dataset. Energies are from ωB97M-V/def2-TZVPD.

CARTESIAN COORDINATES (ANGSTROEM)
1 C -6.393 -0.290 0.431
2 C -5.429 -1.342 0.963
3 N -4.204 -1.433 0.188
4 C -4.188 -2.176 -1.068
5 C -2.717 -2.196 -1.497
6 C -1.934 -2.136 -0.190
7 O -0.690 -1.511 -0.352
8 C -2.857 -1.357 0.754
9 O -2.620 -1.147 1.934
10 H -7.334 -0.328 0.994
11 H -5.969 0.719 0.537
12 H -6.629 -0.453 -0.630
13 H -5.156 -1.113 2.001
14 H -5.907 -2.333 0.966
15 H -4.559 -3.198 -0.893
16 H -4.833 -1.686 -1.811
17 H -2.470 -3.081 -2.094
18 H -2.489 -1.290 -2.074
19 H -1.818 -3.147 0.242
20 H -0.258 -1.438 0.506
21 O -3.090 1.124 -0.658
22 H -3.885 0.444 -0.467
23 H -3.023 1.136 -1.619

Output
HOMO energy = -9.4403 eV
Net charge = 0
Relative energy (zero: lowest compared OMol25 entry of this formula, charge and spin) = 30.9 kcal/mol
Electronic energy = -14065.288 eV
Kohn-Sham gap = 10.179 eV

---

No. 2
Here is one molecule with the formula C4H2F7NO from the Open Molecules 2025 dataset. Energies are from ωB97M-V/def2-TZVPD.

CARTESIAN COORDINATES (ANGSTROEM)
1 N 0.289 2.014 -1.310
2 C 1.028 1.640 -0.237
3 O 1.572 2.507 0.398
4 C 1.254 0.153 0.063
5 F 2.540 -0.221 -0.239
6 F 0.441 -0.639 -0.714
7 C 0.970 -0.205 1.559
8 F 1.361 -1.503 1.714
9 F 1.711 0.551 2.418
10 C -0.537 -0.155 1.896
11 F -1.238 -1.161 1.331
12 F -0.715 -0.255 3.243
13 F -1.115 0.955 1.416
14 H -0.053 1.293 -1.932
15 H 0.428 2.962 -1.668

Output
HOMO energy = -10.9522 eV
Net charge = 0
Relative energy (zero: lowest compared OMol25 entry of this formula, charge and spin) = 0.0 kcal/mol
Electronic energy = -26740.907 eV
Kohn-Sham gap = 11.652 eV

---

No. 3
Here is one molecule with the formula C2H4O2S2 from the Open Molecules 2025 dataset. Energies are from ωB97M-V/def2-TZVPD.

CARTESIAN COORDINATES (ANGSTROEM)
1 C 0.018 -0.900 0.586
2 C -0.501 0.314 -0.089
3 O -0.559 0.408 -1.409
4 O -1.141 1.220 0.607
5 S 1.748 -1.089 -0.090
6 S 2.276 0.839 0.168
7 H 0.046 -0.735 1.663
8 H -0.548 -1.802 0.346
9 H 0.050 -0.227 -1.830
10 H -1.390 1.972 0.047

Output
HOMO energy = -6.8164 eV
Net charge = 0
Relative energy (zero: lowest compared OMol25 entry of this formula, charge and spin) = 36.3 kcal/mol
Electronic energy = -27902.762 eV
Kohn-Sham gap = 6.130 eV

---

No. 4
Here is C31H35BrCoN5O3S2 as an isolated structure from the Open Molecules 2025 dataset. Energies are from ωB97M-V/def2-TZVPD.

CARTESIAN COORDINATES (ANGSTROEM)
1 Co 1.416 1.099 1.324
2 C -3.997 -3.635 4.041
3 C -2.522 -3.517 4.443
4 C -1.863 -4.899 4.346
5 C -2.455 -3.058 5.898
6 C -1.815 -2.540 3.510
7 C -1.249 -1.351 3.945
8 C -0.661 -0.511 3.023
9 Br 0.099 1.140 3.615
10 C -0.575 -0.774 1.645
11 O -0.032 0.082 0.813
12 C -1.135 -2.000 1.200
13 C -1.740 -2.816 2.146
14 C -1.143 -2.500 -0.259
15 C -2.599 -2.562 -0.739
16 C -0.535 -3.909 -0.301
17 C -0.361 -1.657 -1.277
18 H -4.523 -4.314 4.715
19 H -4.100 -4.018 3.026
20 H -4.486 -2.661 4.080
21 H -2.347 -5.601 5.028
22 H -0.806 -4.841 4.605
23 H -1.936 -5.307 3.339
24 H -2.968 -3.781 6.535
25 H -2.938 -2.090 6.039
26 H -1.425 -2.977 6.248
27 H -1.248 -1.071 4.986
28 H -2.180 -3.741 1.794
29 H -3.205 -3.224 -0.118
30 H -2.637 -2.929 -1.767
31 H -3.051 -1.570 -0.715
32 H -1.075 -4.620 0.325
33 H 0.502 -3.886 0.034
34 H -0.554 -4.285 -1.325
35 H -0.759 -0.653 -1.377
36 H -0.435 -2.163 -2.244
37 H 0.690 -1.567 -1.012
38 S 5.379 -1.297 2.125
39 C 3.852 -0.675 2.007
40 N 2.780 -0.218 2.009
41 O 3.499 0.452 -1.294
42 C 2.543 1.178 -1.492
43 N 2.206 1.683 -2.736
44 C 0.982 2.434 -2.699
45 C 0.706 2.392 -1.170
46 O -0.243 2.932 -0.632
47 N 1.656 1.661 -0.558
48 C 1.167 3.870 -3.194
49 C 2.208 4.175 -4.060
50 C 2.373 5.462 -4.550
51 C 1.496 6.466 -4.173
52 C 0.454 6.169 -3.306
53 C 0.286 4.881 -2.822
54 C -0.160 1.774 -3.480
55 C -1.489 2.050 -3.169
56 C -2.516 1.465 -3.892
57 C -2.237 0.604 -4.944
58 C -0.918 0.331 -5.264
59 C 0.110 0.912 -4.535
60 H 2.593 1.237 -3.546
61 H 2.912 3.405 -4.345
62 H 3.194 5.679 -5.220
63 H 1.626 7.475 -4.545
64 H -0.231 6.946 -2.994
65 H -0.512 4.660 -2.129
66 H -1.711 2.697 -2.333
67 H -3.542 1.680 -3.624
68 H -3.042 0.144 -5.503
69 H -0.682 -0.342 -6.077
70 H 1.129 0.671 -4.805
71 N 4.606 1.901 3.331
72 C 4.077 2.308 2.169
73 N 4.743 1.993 1.050
74 S 2.612 3.195 2.130
75 H 5.244 1.114 3.323
76 H 3.986 1.962 4.123
77 H 5.286 1.136 1.053
78 H 4.226 2.148 0.198

Output
HOMO energy (spin up / spin down) = -5.0220 / -5.2023 eV
Net charge = -1
Relative energy (zero: lowest compared OMol25 entry of this formula, charge and spin) = 6.7 kcal/mol
Electronic energy = -175654.640 eV
Multiplicity = 2
Kohn-Sham gap (spin up / spin down) = 7.497 / 7.677 eV

---

No. 5
Here is one molecule with the formula C24H31N3O5S from the Open Molecules 2025 dataset. Energies are from ωB97M-V/def2-TZVPD.

CARTESIAN COORDINATES (ANGSTROEM)
1 C 5.911 -1.132 3.318
2 C 4.631 -0.963 3.588
3 C 3.802 0.157 3.033
4 N 2.635 -0.311 2.294
5 C 2.597 -1.575 1.835
6 C 1.550 -2.140 1.174
7 C 1.739 -3.566 0.752
8 O 2.803 -4.139 0.930
9 N 0.652 -4.133 0.206
10 C 0.657 -5.459 -0.351
11 C 0.646 -5.427 -1.891
12 C -0.624 -4.758 -2.454
13 C -1.081 -5.730 -3.542
14 C -0.560 -7.056 -2.992
15 O 0.691 -6.748 -2.413
16 C 0.357 -1.367 0.908
17 O -0.647 -1.789 0.333
18 C 0.440 0.027 1.373
19 C -0.649 0.872 1.136
20 C -0.605 2.189 1.513
21 S -1.967 3.310 1.197
22 O -2.044 4.235 2.290
23 O -3.130 2.535 0.868
24 N -1.359 4.124 -0.122
25 C -1.527 5.561 -0.137
26 C -2.993 6.003 -0.156
27 C -3.703 5.767 -1.486
28 C -3.652 4.314 -1.958
29 C -2.266 3.912 -2.463
30 C -1.356 3.372 -1.357
31 C 0.527 2.704 2.132
32 C 1.605 1.892 2.392
33 C 1.580 0.534 2.031
34 H 6.483 -1.927 3.762
35 H 6.442 -0.481 2.643
36 H 4.115 -1.624 4.271
37 H 3.448 0.761 3.876
38 H 4.416 0.789 2.381
39 H 3.472 -2.187 2.009
40 H -0.156 -3.533 0.054
41 H -0.217 -6.012 0.007
42 H 1.564 -5.964 -0.011
43 H 1.556 -4.916 -2.230
44 H -0.424 -3.761 -2.837
45 H -1.384 -4.683 -1.675
46 H -2.159 -5.731 -3.689
47 H -0.591 -5.504 -4.489
48 H -0.391 -7.817 -3.755
49 H -1.247 -7.457 -2.233
50 H -1.526 0.460 0.661
51 H -0.979 5.962 -0.992
52 H -1.066 5.930 0.782
53 H -3.034 7.068 0.086
54 H -3.507 5.458 0.637
55 H -3.262 6.409 -2.254
56 H -4.747 6.065 -1.370
57 H -4.372 4.192 -2.771
58 H -3.949 3.651 -1.144
59 H -1.793 4.770 -2.947
60 H -2.357 3.125 -3.214
61 H -0.323 3.315 -1.729
62 H -1.677 2.363 -1.090
63 H 0.529 3.745 2.412
64 H 2.474 2.319 2.866

Output
HOMO energy = -8.7636 eV
Net charge = 0
Relative energy (zero: lowest compared OMol25 entry of this formula, charge and spin) = 41.3 kcal/mol
Electronic energy = -50934.200 eV
Kohn-Sham gap = 8.690 eV

---

No. 6
Here is one molecule with the formula C4HF2NO2 from the Open Molecules 2025 dataset. Energies are from ωB97M-V/def2-TZVPD.

CARTESIAN COORDINATES (ANGSTROEM)
1 C 1.319 -0.266 -0.139
2 C 2.548 -0.604 0.271
3 C -0.070 0.534 0.177
4 C -1.506 0.397 0.154
5 N -2.007 -0.754 -0.235
6 O 3.531 -1.121 0.515
7 O -3.179 -1.145 -0.302
8 F 0.298 1.805 0.296
9 F -2.118 1.600 0.518
10 H 1.184 -0.447 -1.255

Output
HOMO energy (spin up / spin down) = -8.4714 / -9.8718 eV
Net charge = 0
Relative energy (zero: lowest compared OMol25 entry of this formula, charge and spin) = 0.0 kcal/mol
Electronic energy = -15177.168 eV
Multiplicity = 3
Kohn-Sham gap (spin up / spin down) = 8.558 / 8.033 eV